<A>
Formula: C3H7Br
Source: the Open Molecules 2025 dataset
Level of theory: ωB97M-V with the def2-TZVPD basis set

Values from the calculation:
* HOMO level (alpha / beta): -8.96 / -8.04 eV
* lowest unoccupied orbital energy (alpha / beta): -1.250 / -2.695 eV
* spin multiplicity: 1

```
11
Properties=species:S:1:pos:R:3:mulliken_charge:R:1
C 0.2231 1.2815 -0.1891 -0.9881
C 0.5663 -1.2511 -0.0398 -0.8893
C 0.0277 0.0009 0.4898 -0.0420
Br -3.2961 -0.0703 -0.0698 -0.4580
H -0.4272 2.0565 0.2067 0.3100
H 1.2640 1.6040 -0.0631 0.3561
H 0.0673 1.1808 -1.2644 0.3384
H 1.1987 -1.0833 -0.9093 0.3107
H -0.2573 -1.9096 -0.3281 0.2629
H 1.1200 -1.7902 0.7295 0.3235
H -0.4865 -0.0192 1.4376 0.4757
```

***

<B>
Formula: C3H7Br
Source: the Open Molecules 2025 dataset
Level of theory: ωB97M-V with the def2-TZVPD basis set

Values from the calculation:
* HOMO level: -9.32 eV
* lowest unoccupied orbital energy: 0.975 eV
* spin multiplicity: 1

```
11
Properties=species:S:1:pos:R:3:mulliken_charge:R:1
C 0.3146 -1.0076 -0.3984 -0.7534
C 0.9465 0.2774 -0.0036 -0.5157
C -0.0231 1.3768 1.3142 -0.5157
Br -1.1968 2.5741 0.3242 -0.1618
H -0.7507 -0.8470 -0.7963 0.2354
H 0.2288 -1.8841 0.3359 0.2834
H 0.9301 -1.2632 -1.3975 0.2492
H 2.0391 0.4004 0.3820 0.2840
H 0.9806 1.0038 -0.8956 0.2733
H 0.7533 1.9051 1.9527 0.3388
H -0.6108 0.5485 1.8403 0.2826
```

***

How do the energies compare? Relative to the most stable structure, in hartree: <A> 0.0060; <B> 0.0000.

***

<A>
Formula: C4H7ClS
Source: the Open Molecules 2025 dataset
Level of theory: ωB97M-V with the def2-TZVPD basis set

Values from the calculation:
* SMILES: SC/C=C\CCl
* HOMO level: -9.01 eV
* lowest unoccupied orbital energy: 0.301 eV
* spin multiplicity: 1

```
13
Properties=species:S:1:pos:R:3:mulliken_charge:R:1
S -1.8669 0.7995 1.8223 -0.2982
C -1.5075 0.4689 0.2298 -0.5732
C -1.0068 -0.8725 -0.2296 -0.1953
C 0.2830 -1.2237 -0.4177 -0.3198
C 1.5519 -0.5295 -0.0519 -0.2926
Cl 2.2204 0.1023 -1.5866 -0.1736
H -3.1354 1.7602 1.6769 0.1436
H -0.7959 1.2172 0.1226 0.3609
H -2.3453 0.5646 -0.5617 0.2975
H -1.5599 -1.6619 -0.6785 0.3544
H 0.4505 -2.3190 -1.1259 0.1618
H 2.2577 -1.4885 0.4446 0.2882
H 1.3277 0.3380 0.7543 0.2462
```

***

<B>
Formula: C4H7ClS
Source: the Open Molecules 2025 dataset
Level of theory: ωB97M-V with the def2-TZVPD basis set

Values from the calculation:
* HOMO level (alpha / beta): -7.50 / -8.00 eV
* lowest unoccupied orbital energy (alpha / beta): -0.512 / -0.369 eV
* spin multiplicity: 1

```
13
Properties=species:S:1:pos:R:3:mulliken_charge:R:1
C 1.6066 -1.2088 -0.9771 -0.2011
C 0.0095 0.1359 1.3319 -1.0287
C -1.0001 0.9412 -0.8784 -0.9394
C -0.7620 -0.1900 0.1697 0.4927
S 2.7116 -0.6549 0.0370 -0.1821
Cl -1.7698 -1.6630 -0.0002 -0.2098
H 1.7890 -1.8483 -1.7545 0.3369
H 0.9974 0.5660 1.0667 0.2181
H -0.3611 0.9211 2.1086 0.2864
H 0.1975 -0.8661 1.8939 0.3240
H -2.0892 1.2863 -0.7349 0.2969
H -0.4305 1.7459 -0.3251 0.2670
H -0.8989 0.8347 -1.9377 0.3390
```

***

How do the energies compare? Relative to the most stable structure, in hartree: <A> 0.0000; <B> 0.0403.

***

<A>
Formula: C4H7ClS
Source: the Open Molecules 2025 dataset
Level of theory: ωB97M-V with the def2-TZVPD basis set

Values from the calculation:
* SMILES: C=C[C@@H](S)CCl
* HOMO level: -9.50 eV
* lowest unoccupied orbital energy: 0.751 eV
* spin multiplicity: 1

```
13
Properties=species:S:1:pos:R:3:mulliken_charge:R:1
C -0.1083 -1.8474 0.6042 -0.9497
C -0.1479 -0.5957 0.6486 -0.1768
C -0.4159 0.1982 -0.5084 -0.0837
S -1.7228 1.4505 0.1351 -0.1909
C 0.8111 1.0083 -0.8348 -0.3569
Cl 2.0843 0.0660 -1.4464 -0.1687
H 0.1819 -2.3398 -0.5555 0.1423
H 0.1818 -2.3709 1.3817 0.4315
H -0.2567 -0.0742 1.7929 0.1027
H -0.7795 -0.2695 -1.3188 0.4968
H -1.4138 1.2996 1.5247 0.1621
H 1.2541 1.5544 0.0117 0.2967
H 0.3318 1.9205 -1.4348 0.2948
```

***

<B>
Formula: C4H7ClS
Source: the Open Molecules 2025 dataset
Level of theory: ωB97M-V with the def2-TZVPD basis set

Values from the calculation:
* SMILES: C[C@@H]1C[C@H]1SCl
* HOMO level: -8.86 eV
* lowest unoccupied orbital energy: 0.275 eV
* spin multiplicity: 1

```
13
Properties=species:S:1:pos:R:3:mulliken_charge:R:1
C -1.1917 -1.1624 0.0258 -1.1832
C -0.2474 -0.0968 0.4996 0.3161
C -0.3467 1.3232 0.0054 -0.7334
C 0.8345 0.5439 -0.3993 -0.3190
S 2.6030 0.9046 0.1596 -0.0105
Cl 3.3587 -0.9541 -0.0783 -0.1648
H -1.6235 -0.6121 -0.7922 0.2603
H -1.8771 -1.3482 0.8426 0.3251
H -0.8563 -2.0222 -0.6159 0.2955
H 0.1063 -0.1495 1.6094 0.3298
H -1.2367 1.4087 -0.6108 0.2653
H -0.2231 2.0634 0.7707 0.2664
H 0.7002 0.1014 -1.4166 0.3524
```

***

How do the energies compare? Relative to the most stable structure, in hartree: <A> 0.0530; <B> 0.0000.

***

<A>
Formula: C6H9N3O2
Source: the Open Molecules 2025 dataset
Level of theory: ωB97M-V with the def2-TZVPD basis set

Values from the calculation:
* SMILES: N[C@@H](Cc1c[nH]cn1)C(=O)O
* HOMO level: -8.41 eV
* lowest unoccupied orbital energy: 0.715 eV
* spin multiplicity: 1

```
20
Properties=species:S:1:pos:R:3:mulliken_charge:R:1
N -0.8879 -1.8574 0.1691 -0.7912
C -1.3520 -0.7057 -0.4665 0.0209
C -1.5631 0.7177 0.2589 -0.3816
C -0.1517 0.8838 1.0314 0.0425
C 0.6466 2.0179 1.1386 -0.5241
N 1.7768 1.4917 1.7493 -0.0949
C 1.7969 0.0350 1.8265 -0.3184
N 0.5979 -0.3769 1.4623 -0.2975
C -0.6157 -0.5269 -1.7570 0.5829
O -0.7698 0.3601 -2.6411 -0.6327
O 0.4722 -1.5608 -2.0435 -0.5290
H -0.1734 -1.6991 0.9068 0.4660
H -0.4447 -2.4714 -0.6544 0.3951
H -2.2952 -0.6747 -1.0403 0.2184
H -2.4252 0.4328 0.9745 0.3001
H -1.6103 1.5162 -0.6115 0.3372
H 0.6120 2.8886 0.5643 0.3780
H 2.5646 2.0380 1.9011 0.1631
H 2.3989 -0.7073 2.3701 0.3635
H 0.7813 -1.0509 -2.7896 0.3015
```

***

<B>
Formula: C6H9N3O2
Source: the Open Molecules 2025 dataset
Level of theory: ωB97M-V with the def2-TZVPD basis set

Values from the calculation:
* HOMO level: -8.94 eV
* lowest unoccupied orbital energy: 0.186 eV
* spin multiplicity: 1

```
20
Properties=species:S:1:pos:R:3:mulliken_charge:R:1
C 3.4674 -1.2692 0.4167 0.7737
C -2.0915 -0.5867 -0.9913 -0.6664
C -1.8398 -1.1629 0.4066 -0.6580
C -0.9855 0.4830 -1.0880 -0.2309
C -1.0059 -0.0106 1.1536 -0.3720
C -0.5985 1.0936 0.1968 -0.6530
N 2.3050 2.4680 -0.4422 -0.8576
N 2.2378 0.9059 1.3023 -0.5187
N 2.1483 1.6688 0.4796 1.0802
O 2.9539 -1.2660 -0.6407 -0.4307
O 4.0140 -1.3932 1.4023 -0.3425
H -2.1400 -1.3350 -1.8010 0.3365
H -2.9896 -0.0666 -1.0396 0.3337
H -2.7848 -1.4121 0.8268 0.3558
H -1.3109 -2.0773 0.2411 0.2856
H -0.0898 -0.0550 -1.0960 0.1134
H -1.0315 1.0414 -1.9767 0.5409
H -1.7521 0.3475 1.9272 0.3325
H -0.0985 -0.2448 1.6238 0.2741
H 1.5920 2.8714 -0.9013 0.3032
```

***

<C>
Formula: C6H9N3O2
Source: the Open Molecules 2025 dataset
Level of theory: ωB97M-V with the def2-TZVPD basis set

Values from the calculation:
* SMILES: CN[C@@H]1N=CC=CN1C(=O)O
* HOMO level: -8.58 eV
* lowest unoccupied orbital energy: 0.291 eV
* spin multiplicity: 1

```
20
Properties=species:S:1:pos:R:3:mulliken_charge:R:1
C 2.0479 1.8375 0.0418 -0.8913
N 0.9486 1.0319 -0.4782 -0.3932
C 0.4801 0.0215 0.4106 0.0516
N 1.1241 -1.1829 0.3499 -0.6323
C 0.5722 -2.3144 0.1229 -0.0592
C -0.8050 -2.5067 -0.1662 -0.6695
C -1.6357 -1.4349 -0.2370 -0.0277
N -1.2243 -0.1761 0.0062 -0.0904
C -2.1089 0.8904 0.0467 0.5492
O -3.2980 0.7378 0.0422 -0.5838
O -1.5169 2.0813 0.1100 -0.5133
H 2.3169 2.5752 -0.7120 0.3090
H 1.7142 2.3529 0.9421 0.3064
H 2.9288 1.2371 0.2889 0.3730
H 1.2061 0.6255 -1.3732 0.2426
H 0.4206 0.4177 1.4304 0.4060
H 1.2468 -3.1638 0.1323 0.3795
H -1.1760 -3.4964 -0.3685 0.3429
H -2.6847 -1.5231 -0.5078 0.3981
H -0.5569 1.9893 -0.0811 0.5025
```

***

How do the energies compare? Relative to the most stable structure, in hartree: <A> 0.1006; <B> 0.1758; <C> 0.0000.